# C24H35Cl2GaN3O2PSe2

A structure of composition C24H35Cl2GaN3O2PSe2 in a non-equilibrium geometry (ωB97M-V with the def2-TZVPD basis set, the Open Molecules 2025 dataset).

The geometry in XYZ format:
```
70
Properties=species:S:1:pos:R:3:lowdin_charge:R:1
H -2.583 3.536 3.063 0.099
H -2.499 -1.155 -6.721 0.117
H -4.455 2.395 2.032 0.108
C -0.506 -0.499 -7.152 -0.042
H 3.843 -5.854 -3.019 0.117
H -3.134 -2.275 1.483 0.163
H -4.336 0.710 1.512 0.100
H -3.729 2.349 -0.450 0.111
H -2.823 -4.612 3.381 0.124
C -1.515 -0.962 -6.321 -0.052
H 0.910 2.803 3.266 0.108
C 0.008 -0.934 -4.479 -0.396
H 0.090 -4.124 -1.943 0.072
H 0.233 1.693 4.478 0.108
C 1.094 -4.016 -2.337 -0.100
C -1.023 -1.621 3.982 -0.085
Se -1.295 -1.637 -1.465 0.550
Cl 2.720 1.567 0.856 0.581
H -3.870 -1.881 4.237 0.129
H 3.858 0.113 2.342 0.058
C -1.853 3.029 3.684 -0.013
Ga 0.155 -0.319 0.076 -0.078
H -2.048 -1.563 -4.330 0.082
H -1.797 -4.568 5.655 0.121
H -4.674 -2.864 3.010 0.132
H 4.657 -3.645 -3.763 0.117
C 1.929 -5.117 -2.413 -0.056
C 3.661 -3.751 -3.366 -0.052
O -0.412 1.312 0.884 -0.097
H -3.532 1.222 2.995 0.084
C -0.811 -3.038 4.543 -0.165
H -1.195 3.780 4.120 0.108
H 4.130 -0.322 0.614 0.058
H -0.045 -2.971 5.315 0.122
H -4.001 -4.413 4.666 0.123
N -2.833 -2.149 2.443 0.122
N -1.043 2.122 2.895 -0.095
C 3.404 0.014 1.356 -0.857
C -1.264 -1.188 -4.978 -0.089
C 0.754 -0.225 -6.641 -0.048
H 1.580 -6.075 -2.062 0.115
H 1.536 0.153 -7.281 0.118
C -3.177 -3.923 4.149 -0.167
C 3.205 -4.988 -2.939 -0.047
C -3.714 -2.658 3.483 -0.148
Se 1.597 0.373 -1.862 0.500
H -3.004 0.721 -0.563 0.065
C 2.840 -2.642 -3.283 -0.101
C 0.294 1.911 3.411 -0.027
H -0.057 -1.118 3.908 0.107
P 0.467 -1.311 -2.771 0.371
H -2.448 -2.962 5.927 0.121
Cl 2.104 -1.185 1.470 0.702
H -0.431 -3.688 3.752 0.127
C 1.549 -2.781 -2.780 -0.394
C -2.842 1.754 -0.231 -0.018
C -1.355 1.725 1.660 -0.420
N -2.610 1.809 1.198 -0.113
O -0.960 -1.285 1.605 -0.124
C -2.070 -3.638 5.159 -0.194
H -0.699 -0.356 -8.205 0.119
H 1.992 -0.223 -4.892 0.089
H -2.351 2.506 4.499 0.102
H 0.762 1.077 2.890 0.042
C -3.793 1.530 1.989 -0.028
C 1.014 -0.438 -5.302 -0.100
C -1.616 -1.673 2.608 -0.415
H -1.670 -1.059 4.658 0.133
H -1.997 2.188 -0.764 0.108
H 3.199 -1.675 -3.609 0.089
```

Results
Maximum force: 1.15 eV/Å
Charge: +2
Energy above the lowest of the compared OMol25 structures with the same formula, charge and spin: 25.8 kcal per mole
E_tot: -9239.30332 a.u.
Kohn-Sham gap: 7.96 eV

=====

# C43H57FN7O

A cluster of 7 separate species, C43H57FN7O in total in a non-equilibrium geometry (ωB97M-V with the def2-TZVPD basis set, the Open Molecules 2025 dataset).

The geometry in XYZ format:
```
109
Properties=species:S:1:pos:R:3:lowdin_charge:R:1
C -0.909 -0.934 -2.447 -0.171
N -1.717 -4.196 -5.135 0.062
C -0.733 9.075 -5.183 -0.078
C 6.687 -4.781 1.164 -0.069
H 0.150 -0.839 -2.231 0.107
C 2.368 0.370 3.364 -0.013
H 1.066 -3.577 3.797 0.163
C -2.706 4.686 -1.568 -0.079
H -4.596 1.393 -1.631 0.093
N -1.657 -1.423 -1.448 0.045
H -0.846 -1.050 1.082 0.116
H -3.218 -0.432 -4.845 0.119
C -2.057 3.571 -2.073 -0.072
H 1.116 -2.048 5.576 0.124
H -0.206 2.022 2.752 0.057
H 4.957 -2.783 3.259 0.087
C -4.006 4.536 -1.111 -0.154
H -0.444 10.064 -5.518 0.107
C -2.969 -1.555 -1.682 -0.163
H -3.906 -0.878 3.201 0.072
C 0.217 8.191 -4.697 -0.074
C -3.575 -1.219 -2.880 -0.069
H 7.322 -4.128 -0.788 0.107
H -3.853 -1.350 1.465 0.068
C 5.705 1.905 0.109 -0.068
H 1.548 0.544 2.647 0.050
C 6.807 -3.870 0.127 -0.061
H -0.735 -4.719 3.823 0.137
C -0.205 6.938 -4.283 -0.159
H 3.770 3.225 -2.320 0.103
C -2.729 2.359 -2.103 -0.069
F 3.271 -1.646 4.459 -0.011
C -2.391 -6.500 -5.224 -0.070
C -2.277 1.006 4.456 -0.057
C 0.681 -2.593 3.470 -0.204
H 5.000 0.346 1.419 0.073
C -2.781 -0.712 -3.895 -0.070
H 2.326 -2.868 2.104 0.124
H -1.778 -2.400 5.611 0.112
H 2.117 0.660 4.397 0.091
C -1.228 -0.704 2.062 -0.109
H 1.389 -1.454 1.661 0.108
H 5.903 -5.087 3.147 0.105
C -1.420 -0.564 -3.678 -0.081
H -1.292 3.270 3.374 0.090
H 6.062 3.439 -1.361 0.105
C 5.360 2.723 -0.955 -0.066
N -4.676 3.379 -1.131 0.054
H -2.216 5.648 -1.530 0.095
H -2.333 -3.946 3.770 0.141
C -4.029 2.318 -1.625 -0.163
C -0.879 -2.933 5.255 -0.088
H -2.169 -5.153 -6.889 0.105
H -0.425 -0.115 2.561 0.096
C -2.362 1.451 2.960 -0.372
H -1.308 -3.422 -3.284 0.074
C -2.059 8.674 -5.233 -0.071
H -3.550 -1.950 -0.855 0.093
H -0.082 -0.916 4.819 0.098
H 2.763 0.269 0.324 0.086
H -2.697 -7.345 -5.825 0.104
N 5.597 -2.226 1.392 0.052
H 0.503 6.212 -3.899 0.098
H 3.207 1.004 3.020 0.074
H -2.631 -0.025 4.638 0.061
N -1.478 6.530 -4.320 0.052
H 6.690 1.968 0.555 0.110
H -0.536 -3.585 6.077 0.119
C 3.527 0.962 -0.017 -0.163
C 1.780 -2.003 2.539 -0.067
H -0.771 -0.170 -4.448 0.115
H -2.497 -7.540 -3.346 0.106
H -4.554 5.379 -0.705 0.102
C 4.086 2.604 -1.490 -0.152
H -3.302 2.026 2.836 0.136
C 6.016 -4.403 2.316 -0.063
H -1.349 2.932 1.635 0.080
H -2.920 1.683 5.045 0.088
C -2.279 -6.604 -3.847 -0.081
C 5.492 -3.123 2.380 -0.152
C -1.617 -4.319 -3.808 -0.156
H -2.257 1.467 -2.489 0.065
H -2.435 0.690 0.919 0.134
C -1.215 2.457 2.620 -0.057
H 1.261 8.467 -4.642 0.102
H 3.719 -1.106 2.585 0.094
H -1.243 1.117 4.836 0.073
C 2.838 -1.126 3.255 -0.366
C 6.249 -2.613 0.290 -0.139
C -2.376 7.400 -4.791 -0.152
O -1.588 -1.763 2.979 -0.105
H -0.743 -3.176 1.944 0.215
H -1.783 -5.534 -2.043 0.095
C -2.452 0.267 1.943 -0.282
C -1.268 -3.760 3.960 -0.041
C 0.316 -1.941 4.832 -0.077
N -0.689 -2.832 2.912 -0.057
H -4.611 0.232 2.007 0.094
H -4.640 -1.348 -3.014 0.112
H 7.111 -5.774 1.075 0.110
H -1.040 3.646 -2.438 0.105
C -3.801 -0.503 2.169 -0.044
N 3.169 1.741 -1.042 0.053
H 6.320 -1.865 -0.492 0.106
H -3.400 7.044 -4.809 0.104
C 4.770 1.003 0.592 -0.088
H -2.829 9.335 -5.607 0.103
C -2.099 -5.282 -5.815 -0.148
C -1.883 -5.492 -3.120 -0.076
```

Results
Maximum force: 2.32 eV/Å
Charge: +1
E_tot: -2230.76770 a.u.
Kohn-Sham gap: 8.58 eV

=====

# C47H56BClN5O2P2W

A structure of composition C47H56BClN5O2P2W (ωB97M-V with the def2-TZVPD basis set, the Open Molecules 2025 dataset).

The geometry in XYZ format:
```
115
Properties=species:S:1:pos:R:3:lowdin_charge:R:1
H -2.392 2.883 -4.395 0.116
C -2.682 -1.884 0.813 -0.347
C 2.370 0.536 1.960 -0.181
C 1.094 4.470 3.603 -0.041
H 5.912 -0.234 -6.263 0.094
C -2.509 2.764 -3.326 -0.052
C -2.837 -3.773 -3.374 -0.120
Cl -1.895 -4.232 1.914 0.747
H -3.921 0.871 2.677 0.103
H 4.285 1.418 1.598 0.148
C 6.785 -0.083 -5.627 -0.034
C -5.025 -1.397 0.366 -0.064
C -4.526 4.157 0.846 -0.028
C -2.718 2.563 0.879 -0.325
C -0.196 -1.423 -3.745 -0.202
H -2.422 -2.959 -5.836 0.154
H -3.049 -0.403 -3.341 0.101
C 3.315 -0.837 -2.099 -0.227
C 3.434 1.069 1.016 -0.091
H 8.017 0.045 -3.155 0.084
C -4.497 4.170 -0.522 0.013
C 0.227 3.403 3.384 -0.073
C 6.134 2.245 -5.045 -0.061
H -5.779 -0.706 0.009 0.118
N -1.448 -4.015 -2.986 -0.129
H 0.683 -0.570 2.088 0.049
H 6.971 2.596 -5.647 0.098
H -0.856 -4.566 -4.894 0.155
H 2.115 2.020 -0.327 0.114
H 3.997 2.012 -3.822 0.121
C -4.421 -3.512 1.325 -0.078
C -2.859 -1.386 -2.905 -0.237
B 1.336 -0.034 -1.443 -0.711
O 1.936 0.941 -2.245 0.086
H 4.581 -2.575 -1.900 0.131
H -3.564 3.437 2.636 0.125
H -3.126 -4.503 -4.131 0.150
H 0.205 0.640 3.884 0.087
C -0.187 3.097 2.092 -0.347
N -3.007 -2.427 -3.919 -0.131
C -3.090 -3.128 1.305 -0.612
H -0.427 -0.833 5.738 0.120
H 1.919 1.364 2.512 0.102
C -3.595 3.376 1.554 -0.045
H -0.150 -2.422 -5.559 0.190
H 0.855 -1.645 -3.546 0.104
C 0.238 3.898 1.023 -0.121
C -0.837 0.364 4.009 -0.131
C 1.083 4.974 1.250 -0.080
H -2.271 -1.219 -5.452 0.152
H -3.593 -1.545 -2.116 0.090
C -2.699 2.511 -0.543 -0.220
N -0.704 -2.461 -4.701 -0.054
C -3.685 -1.031 0.350 -0.101
C -2.190 -2.232 -5.058 -0.086
H 1.372 5.622 0.432 0.119
C -5.393 -2.642 0.853 -0.052
C -1.236 -1.475 0.855 -0.350
H 2.178 6.094 2.724 0.122
H 7.129 -1.057 -5.279 0.082
C -2.519 -0.809 5.256 -0.035
O 2.177 -1.150 -1.358 0.077
H -0.016 -3.486 -1.541 0.118
H 2.897 -0.083 2.690 0.144
H -6.432 -2.939 0.873 0.121
C 4.456 -1.583 -2.312 0.036
C 5.319 0.302 -3.636 -0.145
C 1.526 5.250 2.544 -0.050
H 2.730 3.056 0.806 0.142
C 3.174 0.427 -2.631 -0.207
C 4.149 1.028 -3.401 0.069
H 1.685 -1.100 0.931 0.096
H -0.256 -0.452 -4.237 0.108
H 6.350 -1.542 -3.269 0.121
H 8.539 1.411 -4.135 0.098
H 0.463 -4.016 -3.821 0.152
H -5.232 4.772 1.386 0.124
H 7.511 1.685 -2.728 0.089
H -0.122 3.693 0.017 0.105
C -3.494 -0.322 4.401 -0.035
H 7.579 0.341 -6.242 0.097
C -3.456 3.483 -2.652 0.012
H 3.673 2.526 -0.470 0.178
C -3.570 3.379 -1.243 -0.146
H -0.138 2.831 4.226 0.106
N 2.962 2.249 0.212 0.222
H 5.967 2.991 -4.265 0.086
H -4.532 -0.584 4.557 0.123
N 1.285 -0.253 1.331 -0.037
C 7.704 1.007 -3.562 -0.033
H -3.482 -3.896 -2.506 0.148
H 1.406 4.706 4.612 0.124
C -3.150 0.509 3.343 -0.076
H -1.017 1.239 -3.212 0.067
C 6.469 0.871 -4.465 -0.561
C -1.043 -3.236 -1.818 -0.244
H -5.176 4.807 -1.075 0.131
H -2.794 -1.453 6.081 0.123
H -0.996 -1.329 1.914 0.044
W -0.571 0.212 -0.312 1.188
H 5.257 2.212 -5.695 0.091
C -0.582 -3.877 -4.096 -0.087
H -0.604 -2.324 0.555 0.033
C -1.794 1.641 -1.258 -0.306
H -4.690 -4.483 1.718 0.118
H -1.688 -3.494 -0.978 0.080
P -1.168 -1.419 -2.151 1.005
H 3.790 0.321 0.309 0.132
C -1.718 1.831 -2.627 -0.142
C -1.187 -0.464 5.062 -0.045
P -1.318 1.744 1.656 1.048
H -4.113 4.162 -3.180 0.132
C 5.443 -0.984 -3.085 0.000
C -1.818 0.860 3.140 -0.361
H -3.422 -0.043 -0.016 0.082
```

Results
2S+1: 3
Expectation value of S²: 2.02
Maximum force: 0.63 eV/Å
Charge: +3
Energy above the lowest of the compared OMol25 structures with the same formula, charge and spin: 0.0 kcal per mole
E_tot: -3482.88931 a.u.
Kohn-Sham gap (alpha / beta): 6.69 / 6.92 eV

=====

# C23H53ClNO5PSi2

A cluster of 2 separate species, C23H53ClNO5PSi2 in total in a non-equilibrium geometry (ωB97M-V with the def2-TZVPD basis set, the Open Molecules 2025 dataset).

The geometry in XYZ format:
```
86
Properties=species:S:1:pos:R:3:lowdin_charge:R:1
H 2.284 -1.455 0.802 0.099
H -0.210 4.452 -5.157 0.035
H -0.668 -2.345 2.086 0.026
O -3.362 -0.373 5.511 -0.055
H 2.029 2.303 1.163 0.122
H 0.933 -2.167 -0.737 0.092
H 4.320 2.428 2.493 0.141
C 0.286 1.727 -2.872 -0.159
H -5.828 0.539 2.172 0.097
H -2.662 1.508 3.761 0.109
H -6.033 -0.878 3.481 0.110
H -3.843 -2.957 3.167 0.080
H 1.813 -3.538 1.188 0.098
H 0.440 1.181 -1.938 0.007
C 1.932 1.878 -7.361 -0.167
C -5.370 -0.449 2.604 -0.095
H 1.176 2.333 -3.064 0.024
C -0.050 -2.335 -0.131 -0.326
C 1.009 -3.965 3.686 -0.147
H -1.703 3.495 -7.770 0.031
H 1.423 -5.193 0.336 0.127
O 5.901 1.769 4.517 -0.046
H -1.103 -1.177 -2.854 -0.001
H -0.245 3.816 -8.718 0.033
C 1.526 -0.488 -4.575 -0.162
H -1.748 2.089 -0.079 0.109
C 1.546 -0.565 1.108 -0.335
H 3.750 -1.013 4.919 0.074
C -3.693 -2.609 4.297 -0.041
C 0.695 4.093 -5.655 -0.167
H 1.546 0.140 0.143 0.111
C -1.754 1.462 0.941 -0.248
H -0.708 -4.862 2.462 0.111
H 1.881 -3.231 3.377 0.067
C -1.394 -0.640 -3.763 -0.159
N -3.916 -0.241 3.028 -0.176
H 5.314 -1.011 3.848 0.098
H -1.497 -0.140 -0.635 0.081
H -2.656 -3.091 4.623 0.091
C -3.652 -0.942 4.339 -0.343
H 1.762 0.931 -7.881 0.036
H 1.735 -1.123 -3.709 0.027
H -3.443 2.946 1.544 0.115
H -0.900 1.942 1.573 0.076
C 2.027 1.903 2.274 -0.165
C -3.285 1.781 1.539 -0.183
H 2.365 2.587 -8.073 0.034
H -2.650 -0.652 0.756 0.112
H -4.502 1.798 3.478 0.131
H -5.356 -1.254 1.726 0.100
Si -0.027 0.533 -4.294 0.385
C 0.483 -4.913 2.421 -0.203
H 2.395 0.159 -4.736 0.023
H 1.449 3.882 -4.893 0.020
H 3.099 3.695 3.340 0.139
H 1.284 -4.609 4.647 0.082
C -3.547 1.225 3.049 -0.231
H 5.436 -0.765 5.771 0.106
H 2.661 1.711 -6.563 0.020
O -0.240 -3.755 0.319 -0.271
C -0.759 3.064 -8.116 -0.169
C 4.808 -0.517 4.790 -0.030
Si 0.318 2.550 -6.667 0.384
C 4.704 1.136 4.558 -0.279
Cl -0.450 -0.205 3.289 0.331
O -0.414 1.389 -5.691 -0.294
H 1.410 -1.131 -5.455 0.038
C -1.607 -0.108 0.554 -0.327
C 0.962 -4.297 0.942 -0.226
H -2.318 -0.095 -3.550 0.035
H 0.793 -6.046 2.556 0.105
H -1.600 -1.382 -4.541 0.036
H 3.485 0.221 1.933 0.123
H -4.599 -3.050 4.894 0.086
H 1.024 2.176 2.811 0.082
H -4.106 1.339 0.794 0.118
P -0.231 -1.120 1.389 0.549
H -0.569 2.399 -2.744 0.036
C 2.334 0.257 2.266 -0.286
C 3.317 2.549 3.121 -0.171
H 2.343 -0.215 3.337 0.077
H 0.109 -3.268 4.020 0.047
H -0.938 -2.198 -0.917 0.091
O 3.442 1.884 4.452 -0.120
H -0.982 2.209 -8.760 0.031
H 1.075 4.888 -6.299 0.033
```

Results
Structure (SMILES): CCCOC[PH](Cl)(CCCCOC(C)=O)CCCCN(C)C(C)=O.C[Si](C)(C)O[Si](C)(C)C
Maximum force: 8.70 eV/Å
Charge: 0
E_tot: -2719.41410 a.u.
Kohn-Sham gap: 9.28 eV

=====

# CH2N2O3P

The ion CH2N2O3P with charge -1 in a non-equilibrium geometry (ωB97M-V with the def2-TZVPD basis set, the Open Molecules 2025 dataset).

The geometry in XYZ format:
```
9
Properties=species:S:1:pos:R:3:lowdin_charge:R:1
N -0.926 1.478 0.649 -0.071
O 1.996 -0.749 0.451 -0.320
N 0.682 -1.513 -2.486 0.057
H -0.799 1.153 1.573 0.020
P 0.598 -0.467 0.195 0.176
O 0.269 1.186 -0.161 -0.321
H -1.768 0.983 0.154 0.108
C 0.451 -1.161 -1.433 -0.286
O -0.503 -0.910 1.058 -0.362
```

Results
Structure (SMILES): N#C[P@@](=O)([O-])ON
Maximum force: 4.40 eV/Å
Charge: -1
Energy above the lowest of the compared OMol25 structures with the same formula, charge and spin: 6.9 kcal per mole
E_tot: -715.98687 a.u.
Kohn-Sham gap: 9.75 eV